Here is the molecule C5H10N2S in a non-equilibrium geometry from the OMol25 dataset. Energies are from the ωB97M-V functional and the def2-TZVPD basis.

Structure (XYZ):
```
18
Properties=species:S:1:pos:R:3:forces:R:3
C -2.472 0.089 0.131 -0.55 -0.03 -0.55
C -1.332 -0.141 -0.860 0.01 -0.33 0.24
C 0.442 -1.143 0.565 -0.07 0.00 0.33
C 0.692 1.095 -0.372 0.04 -0.26 0.20
C 2.935 0.712 0.382 -0.30 -0.74 -0.70
H -3.460 -0.025 -0.390 0.87 0.17 0.48
H -2.440 -0.641 0.943 -0.01 0.13 -0.02
H -2.390 1.100 0.543 -0.16 -0.18 0.03
H -1.392 -1.148 -1.288 -0.11 0.21 -0.14
H -1.358 0.587 -1.659 -0.20 0.06 -0.30
H -0.426 -1.756 0.838 0.28 0.23 0.08
H 0.966 -0.770 1.457 -0.32 -0.12 -0.19
H 1.154 -1.746 0.018 0.23 -0.23 -0.18
H 0.192 1.892 -0.907 -0.27 0.02 -0.18
H 3.520 1.067 1.202 0.34 0.39 0.59
N -0.013 -0.037 -0.251 0.30 0.46 0.16
N 1.826 1.409 0.157 0.06 0.02 0.07
S 3.555 -0.543 -0.509 -0.15 0.22 0.08
```
Forces are in eV/Å.

Output
SMILES = CCN(C)/C=N\C=S
Energy above the lowest of the compared OMol25 structures with the same formula, charge and spin = 1.116 eV
HOMO-LUMO gap = 8.52 eV

Here is a structure of composition C48H76KN4O2P2SSbSeSi in a non-equilibrium geometry from the OMol25 dataset. Energies are from the ωB97M-V functional and the def2-TZVPD basis.

Structure (XYZ):
```
137
Properties=species:S:1:pos:R:3:forces:R:3
K -1.222 -0.069 -2.020 2.07 -0.05 -0.10
C 3.843 -0.671 -0.940 0.02 -0.01 -0.01
Si 2.053 -0.516 -0.183 -0.06 -0.03 0.03
C 2.270 -1.767 1.297 0.04 -0.01 0.01
C 3.265 -2.756 1.263 -0.01 -0.01 0.00
C 3.396 -3.722 2.250 0.01 0.00 0.00
C 2.541 -3.715 3.343 0.00 0.01 -0.01
C 1.549 -2.749 3.408 0.02 0.01 0.01
C 1.388 -1.801 2.398 -0.03 -0.04 0.01
P 0.016 -0.574 2.420 -0.01 0.01 -0.09
C 0.063 0.018 4.192 -0.10 -0.01 0.06
C -0.850 1.243 4.354 0.04 -0.03 -0.01
C -0.830 1.789 5.779 0.01 -0.02 0.01
C 0.591 2.163 6.188 0.00 0.02 -0.02
C 1.532 0.974 6.019 0.00 -0.02 0.00
C 1.484 0.421 4.596 0.04 0.03 -0.04
C -1.488 -1.689 2.316 -0.03 0.00 0.04
C -2.688 -0.874 1.791 0.02 0.00 0.01
C -3.993 -1.635 1.989 0.00 -0.01 0.00
C -4.319 -1.776 3.482 -0.01 0.00 -0.01
C -3.040 -1.899 4.329 0.00 -0.03 -0.04
C -1.908 -2.544 3.532 0.01 -0.02 0.00
C 2.451 1.132 0.821 -0.02 0.06 -0.02
C 3.526 1.097 1.720 -0.01 -0.02 -0.01
C 3.929 2.197 2.458 0.01 0.01 0.00
C 3.246 3.397 2.318 0.02 0.00 0.00
C 2.187 3.472 1.428 -0.03 0.00 0.01
C 1.776 2.365 0.676 0.03 -0.05 -0.01
P 0.424 2.450 -0.581 -0.05 0.07 0.12
C 1.213 3.399 -1.973 0.00 -0.02 -0.03
C 2.368 2.541 -2.550 0.00 -0.01 -0.01
C 3.726 3.090 -2.128 0.00 0.00 -0.02
C 3.956 4.479 -2.741 0.00 0.00 0.00
C 2.643 5.277 -2.834 -0.01 0.00 0.00
C 1.670 4.846 -1.737 0.01 0.01 0.01
C -0.941 3.568 0.039 0.03 0.05 -0.01
C -1.872 2.679 0.886 -0.03 -0.02 0.00
C -2.921 3.502 1.626 0.00 -0.01 0.01
C -2.272 4.436 2.662 0.00 0.00 0.00
C -0.838 4.803 2.259 0.01 0.01 -0.01
C -0.719 4.929 0.740 -0.01 0.00 0.01
H 4.645 -0.623 -0.194 0.01 0.01 -0.01
H 3.979 -1.597 -1.507 0.01 0.06 0.08
H 4.000 0.147 -1.650 -0.01 -0.02 0.00
H 3.967 -2.771 0.438 0.00 -0.01 -0.01
H 4.172 -4.476 2.170 0.00 0.00 0.00
H 2.639 -4.455 4.130 0.00 0.00 0.00
H 0.897 -2.733 4.274 0.02 0.01 0.00
H -0.282 -0.773 4.873 0.00 0.00 0.01
H -0.491 2.020 3.670 0.01 0.00 -0.01
H -1.873 1.020 4.051 -0.08 -0.03 -0.02
H -1.492 2.656 5.861 0.00 0.00 -0.01
H -1.219 1.026 6.464 0.00 0.01 0.00
H 0.939 2.980 5.545 0.00 0.00 0.01
H 0.614 2.534 7.218 0.00 -0.01 0.01
H 2.557 1.261 6.272 0.00 0.00 0.00
H 1.241 0.183 6.723 0.00 0.00 0.00
H 1.842 1.188 3.897 -0.02 -0.02 0.03
H 2.164 -0.426 4.497 0.00 0.03 0.01
H -1.197 -2.376 1.514 0.02 0.01 -0.02
H -2.761 0.092 2.301 0.01 0.06 0.02
H -2.536 -0.644 0.737 -0.01 0.00 -0.03
H -4.807 -1.143 1.453 -0.01 0.01 0.00
H -3.886 -2.626 1.540 0.01 -0.01 -0.02
H -4.900 -0.913 3.821 0.01 0.00 0.00
H -4.952 -2.655 3.637 0.00 0.00 0.00
H -2.720 -0.911 4.662 0.03 0.09 0.02
H -3.240 -2.474 5.238 0.00 0.00 -0.01
H -1.063 -2.753 4.188 0.00 0.01 -0.01
H -2.249 -3.522 3.173 0.01 0.01 0.00
H 4.054 0.158 1.855 0.01 0.01 0.00
H 4.764 2.117 3.147 0.00 0.00 0.00
H 3.538 4.272 2.890 0.00 0.00 0.00
H 1.680 4.419 1.322 0.00 0.00 0.00
H 0.415 3.422 -2.726 0.01 0.00 -0.01
H 2.258 1.498 -2.240 -0.01 0.01 0.01
H 2.304 2.519 -3.642 0.00 0.01 0.00
H 3.771 3.144 -1.036 0.00 0.00 0.00
H 4.522 2.406 -2.433 0.00 0.00 0.00
H 4.688 5.031 -2.144 -0.01 0.00 0.01
H 4.386 4.371 -3.742 0.00 0.01 0.00
H 2.844 6.351 -2.771 0.01 0.00 -0.01
H 2.170 5.105 -3.805 0.00 -0.01 0.00
H 2.172 4.942 -0.769 0.00 -0.01 0.00
H 0.803 5.509 -1.714 0.00 0.00 0.01
H -1.471 3.761 -0.903 0.02 0.02 -0.01
H -2.363 1.960 0.232 0.00 -0.03 0.00
H -1.282 2.098 1.601 0.01 -0.03 0.04
H -3.487 4.084 0.891 0.01 0.01 0.00
H -3.643 2.840 2.110 0.00 0.01 -0.01
H -2.871 5.346 2.768 0.00 0.00 0.00
H -2.261 3.954 3.644 0.01 0.00 0.00
H -0.532 5.732 2.748 0.01 0.00 0.00
H -0.149 4.029 2.607 -0.01 0.00 0.00
H -1.491 5.630 0.397 -0.01 -0.01 0.00
H 0.229 5.381 0.457 0.00 0.01 -0.01
Se 0.686 0.048 -4.819 0.01 0.15 -0.07
C -0.072 -0.484 -6.463 -0.04 -0.07 0.02
C 0.618 -0.372 -7.680 0.02 0.01 0.03
C 0.035 -0.801 -8.858 0.00 0.00 -0.01
N -1.183 -1.341 -8.953 0.00 0.00 0.04
C -1.844 -1.450 -7.795 0.00 0.00 -0.03
C -1.352 -1.051 -6.566 0.02 0.01 0.05
H 1.614 0.054 -7.690 0.00 0.00 -0.01
H 0.585 -0.706 -9.792 0.00 0.00 0.00
H -2.837 -1.888 -7.855 0.00 0.00 0.00
H -1.958 -1.177 -5.676 -0.01 0.00 -0.01
O -3.348 1.120 -1.731 -0.65 0.34 0.09
N -3.945 0.046 -1.517 -0.20 0.00 0.04
O -3.414 -0.960 -2.051 -1.07 -0.40 -0.10
C 0.426 -3.681 -4.986 -0.08 -0.05 0.03
N 0.614 -4.672 -3.923 0.04 -0.01 0.09
C 1.034 -4.355 -2.664 0.03 -0.08 -0.02
S 0.406 -5.156 -1.315 -0.02 0.00 -0.11
N 1.980 -3.423 -2.535 -0.05 0.14 0.07
C 2.881 -2.941 -3.569 0.00 -0.06 -0.01
H -0.517 -3.895 -5.489 0.02 0.00 -0.01
H 1.223 -3.708 -5.729 0.01 0.01 -0.02
H 0.368 -2.668 -4.582 0.03 -0.03 -0.02
H -0.081 -5.399 -3.881 -0.02 -0.01 -0.01
H 2.079 -3.048 -1.600 0.03 -0.05 -0.08
H 3.004 -3.713 -4.327 -0.03 0.01 0.00
H 3.852 -2.761 -3.112 -0.01 -0.01 -0.04
H 2.533 -2.015 -4.032 -0.04 0.02 -0.03
C -5.178 -3.604 -1.094 0.01 0.06 -0.03
Sb -3.025 -3.804 -1.188 -0.06 -0.02 0.18
C -3.199 -5.948 -0.906 -0.03 0.00 -0.05
C -2.977 -3.861 -3.341 0.03 0.02 0.01
H -5.636 -4.287 -1.812 -0.02 0.01 0.00
H -5.441 -2.575 -1.337 0.01 -0.01 0.00
H -5.541 -3.843 -0.093 0.01 -0.01 0.00
H -3.955 -6.350 -1.585 0.01 -0.01 0.00
H -3.507 -6.151 0.122 0.00 0.00 0.00
H -2.239 -6.424 -1.092 0.00 0.00 -0.01
H -3.044 -4.892 -3.692 0.00 0.00 -0.01
H -2.062 -3.405 -3.716 0.00 -0.02 0.02
H -3.825 -3.284 -3.708 0.01 0.00 0.00
```
Forces are in eV/Å.

Output
Energy above the lowest of the compared OMol25 structures with the same formula, charge and spin = 0.004 eV
Net charge = -2
HOMO-LUMO gap = 5.26 eV

Here is a cluster of 2 separate species, C5H11NO in total in a non-equilibrium geometry from the OMol25 dataset. Energies are from the ωB97M-V functional and the def2-TZVPD basis.

Structure (XYZ):
```
18
Properties=species:S:1:pos:R:3:forces:R:3
C -0.603 0.402 1.243 0.19 0.42 0.05
N 0.742 -0.073 1.529 -0.14 0.06 0.96
C 1.712 -0.123 0.585 0.14 0.42 -2.72
C 1.528 -0.095 -0.768 0.32 0.34 1.22
C 2.529 -0.636 -1.664 0.11 -0.04 -1.54
C 2.179 -1.202 -2.839 0.29 0.91 1.28
H -1.354 0.041 1.944 0.34 -0.13 0.37
H -0.968 0.080 0.272 0.37 0.10 -0.17
H -0.554 1.491 1.317 -0.57 0.10 -0.40
H 1.112 0.303 2.383 -0.21 -0.09 0.45
H 2.756 -0.115 0.882 -0.19 -0.73 0.63
H 0.652 0.334 -1.237 -0.47 -0.62 0.13
H 3.591 -0.538 -1.451 -0.04 -0.24 0.42
H 2.927 -1.598 -3.507 -0.16 -0.06 -0.22
H 1.122 -1.168 -3.068 0.02 -0.43 -0.45
H -5.706 0.243 1.761 -0.65 0.95 0.04
H -5.544 1.522 0.971 -0.36 0.07 0.25
O -6.121 1.132 1.648 1.01 -1.02 -0.29
```
Forces are in eV/Å.

Output
SMILES = C=C/C=C/NC.O
Energy above the lowest of the compared OMol25 structures with the same formula, charge and spin = 2.635 eV
HOMO-LUMO gap = 7.88 eV

Here is a structure of composition C2H2F2LaLiO in a non-equilibrium geometry from the OMol25 dataset. Energies are from the ωB97M-V functional and the def2-TZVPD basis.

Structure (XYZ):
```
9
Properties=species:S:1:pos:R:3:forces:R:3
F -2.511 2.124 0.312 0.49 -1.16 0.08
C -1.670 -0.394 0.430 0.16 -0.34 0.26
C -0.545 -0.674 -0.297 -1.78 0.59 -0.38
O 0.661 -0.340 0.113 4.17 -0.56 -0.09
H -1.721 -0.109 1.495 -0.27 0.22 -1.04
H -0.691 -0.879 -1.374 0.04 -0.10 0.41
La 3.238 -0.479 -0.126 -3.69 0.50 0.39
Li -2.219 -2.651 0.163 -0.16 0.69 -0.10
F -2.888 -0.881 -0.116 1.02 0.17 0.48
```
Forces are in eV/Å.

Output
Net charge = +1
Multiplicity = 2
HOMO-LUMO gap (spin up / spin down) = 2.98 / 2.97 eV

The records above give, respectively, E values of -19161.7899, -186566.0301, -8899.0627, -10639.9695 eV.